[1]
Computed, not measured: a molecular structure, C26H28N3O3W, with ωB97M-V/def2-TZVPD.

Output
Spin multiplicity: 1
Charge: +1
E_tot: -1464.48981 a.u.
HOMO: -0.411 Ha
ΔE to the lowest compared entry with this formula, charge and spin: 1.3 kJ/mol

Last column: natural (NBO) charge in e.
Geometry (Å):
W  0.196  -0.584  -0.153  1.690
O  2.477  1.339  -2.982  -0.520
O  -3.640  -1.010  -0.826  -0.523
O  0.690  -2.309  -0.236  -0.648
N  -1.725  -0.078  0.149  -0.719
N  1.582  0.653  -0.945  -0.727
N  -0.511  -0.129  -2.026  -0.457
C  -2.538  -0.541  -0.899  0.648
C  2.234  2.463  0.530  -0.039
C  -1.805  -0.366  -2.223  0.148
C  -4.330  1.456  0.400  -0.636
C  0.453  -3.744  -0.372  0.112
C  -2.241  0.369  1.404  0.202
C  3.185  3.067  1.344  -0.212
C  0.320  0.331  -2.950  0.166
C  -1.374  0.214  2.490  -0.098
C  -1.447  0.113  -4.516  -0.099
C  -3.808  1.451  2.839  -0.172
C  4.462  2.538  1.447  -0.188
C  -0.627  -3.943  -1.410  -0.637
C  -0.014  -0.395  2.291  -0.629
C  2.601  1.313  -0.171  0.176
C  -2.989  1.241  3.933  -0.199
C  3.879  0.763  -0.085  -0.029
C  4.243  -0.476  -0.853  -0.638
C  -3.452  1.052  1.551  -0.026
C  4.804  1.399  0.735  -0.195
C  -0.123  0.458  -4.252  -0.194
C  1.616  0.816  -2.326  0.641
C  0.102  -4.291  0.991  -0.635
C  -1.749  0.650  3.750  -0.182
C  0.846  3.033  0.402  -0.627
C  -2.319  -0.284  -3.497  -0.199
H  -1.070  0.529  4.585  0.220
H  -0.007  -5.374  0.931  0.245
H  -4.993  0.651  0.087  0.251
H  5.229  -0.832  -0.560  0.229
H  -4.747  1.974  2.969  0.223
H  -1.824  0.199  -5.527  0.247
H  0.544  0.837  -5.013  0.267
H  2.922  3.964  1.890  0.219
H  -0.847  -3.876  1.339  0.215
H  0.782  4.000  0.898  0.238
H  0.740  0.131  1.565  0.198
H  0.619  -0.212  3.163  0.288
H  -3.365  -0.489  -3.675  0.264
H  5.195  3.019  2.081  0.225
H  -3.296  1.573  4.915  0.231
H  -1.572  -3.512  -1.069  0.217
H  1.407  -4.141  -0.719  0.208
H  5.804  0.992  0.815  0.219
H  -0.344  -3.494  -2.363  0.221
H  -3.739  1.752  -0.469  0.205
H  -4.936  2.312  0.690  0.230
H  -0.028  -1.486  2.166  0.252
H  -0.783  -5.009  -1.573  0.246
H  4.259  -0.280  -1.926  0.238
H  0.084  2.393  0.867  0.197
H  0.885  -4.073  1.718  0.228
H  0.557  3.168  -0.642  0.221
H  3.527  -1.283  -0.674  0.204



[2]
Computed, not measured: 2 unconnected molecules or ions with the total composition C11H15N at a distorted geometry, with ωB97M-V/def2-TZVPD.

Output
Structure (SMILES): Cc1c[nH]c2ccccc12.CC
Spin multiplicity: 1
E_tot: -482.88188 a.u.
HOMO: -0.287 Ha
ΔE to the lowest compared entry with this formula, charge and spin: 87.4 kJ/mol

Last column: natural (NBO) charge in e.
Geometry (Å):
N  0.289  -2.133  0.984  -0.553
C  0.807  1.463  -2.637  -0.609
C  -0.561  1.340  0.689  -0.196
C  1.664  -0.174  1.586  -0.245
C  1.396  1.010  -3.967  -0.609
C  0.611  1.927  1.030  -0.228
C  -3.112  -0.935  0.109  -0.629
C  1.718  1.207  1.571  -0.216
C  -1.052  -2.281  0.617  -0.027
C  0.510  -0.735  1.043  0.148
C  -0.657  -0.075  0.668  -0.105
C  -1.632  -1.069  0.379  -0.082
H  0.708  1.174  -4.791  0.203
H  -3.334  -1.467  -0.818  0.219
H  0.177  2.350  -2.766  0.197
H  2.522  1.761  2.030  0.212
H  -3.588  -1.397  0.971  0.223
H  -3.430  0.089  -0.059  0.218
H  2.252  1.636  -4.249  0.197
H  0.113  0.731  -2.226  0.208
H  -1.388  -3.307  0.627  0.210
H  1.640  1.723  -1.987  0.209
H  0.707  3.005  1.029  0.209
H  -1.397  1.873  0.246  0.211
H  1.816  0.010  -3.859  0.203
H  2.372  -0.803  2.108  0.214
H  1.157  -2.642  0.930  0.417



[3]
Computed, not measured: a molecular structure, C22H41ClIO18P at a distorted geometry, with ωB97M-V/def2-TZVPD.

Output
Spin multiplicity: 1
E_tot: -3316.58875 a.u.
HOMO: -0.344 Ha

Last column: Löwdin charge in e.
Geometry (Å):
I  -1.727  2.649  -2.537  0.968
Cl  3.942  1.620  -2.882  0.785
P  4.084  1.109  0.000  0.435
O  3.075  0.903  1.208  -0.121
O  4.711  -0.349  -0.148  -0.103
O  -3.706  -1.187  1.620  0.114
O  -2.614  -0.047  6.134  0.040
O  -5.345  -0.205  0.405  0.035
O  -3.285  0.179  -0.130  -0.003
O  4.974  2.264  0.105  -0.251
O  -0.416  -1.091  -6.582  -0.008
O  -1.745  1.858  7.000  0.120
O  2.466  -1.612  3.866  0.073
O  0.460  -0.120  -8.301  0.030
O  2.282  0.020  -1.666  0.020
O  0.384  -0.837  -0.856  0.151
O  1.250  -2.151  -7.681  0.121
O  3.856  -0.755  2.290  0.096
O  4.600  -1.727  4.187  0.036
O  0.831  1.342  -0.629  0.059
O  -3.879  1.207  7.357  0.003
C  -0.518  -2.216  -5.699  -0.031
C  -1.887  0.013  0.129  -0.073
C  -0.368  -0.929  6.550  -0.053
C  1.169  -2.158  1.865  -0.031
C  3.657  -1.316  3.346  -0.513
C  0.874  -0.958  -10.564  -0.065
C  2.958  1.258  -1.478  -0.772
C  1.075  0.095  -1.022  -0.585
C  0.592  1.515  -4.119  -0.166
C  -6.330  -0.802  1.270  -0.210
C  -1.339  -0.357  5.540  -0.219
C  1.358  -1.226  3.034  -0.174
C  -4.060  2.363  8.181  -0.038
C  1.371  -0.109  -9.416  -0.210
C  -4.077  -0.472  0.720  -0.607
C  5.944  -1.500  3.742  -0.012
C  -2.652  1.078  6.846  -0.609
C  1.799  2.255  -1.167  -0.251
C  0.502  -1.215  -7.541  -0.612
C  0.261  2.782  -3.341  -0.730
C  -6.464  -0.056  2.579  -0.064
C  1.204  3.224  -2.199  -0.212
H  0.483  -1.238  3.679  0.103
H  4.740  -0.697  -1.052  0.095
H  0.454  -2.463  -5.278  0.096
H  6.092  -0.454  3.486  0.104
H  0.284  -1.861  1.302  0.068
H  0.212  3.618  -4.044  0.073
H  2.050  3.798  -2.608  0.119
H  -0.115  -0.186  7.306  0.079
H  -1.339  0.498  -0.661  -0.012
H  -7.251  -0.751  0.692  0.121
H  -5.119  2.384  8.417  0.093
H  0.552  -1.240  6.054  0.066
H  -0.125  -0.643  -10.865  0.082
H  1.426  0.941  -9.699  0.122
H  0.841  -2.010  -10.282  0.076
H  -3.470  2.276  9.093  0.098
H  -0.940  0.536  5.058  0.124
H  1.515  -0.202  2.695  0.125
H  -1.583  -1.089  4.772  0.119
H  -0.807  -1.796  7.044  0.086
H  -7.281  -0.483  3.162  0.080
H  2.026  -2.119  1.195  0.084
H  2.170  2.910  -0.371  0.153
H  -5.549  -0.128  3.164  0.073
H  -6.683  0.996  2.395  0.082
H  -1.636  0.503  1.072  0.112
H  1.544  -0.849  -11.417  0.081
H  2.355  -0.431  -9.076  0.122
H  1.656  1.490  -4.379  0.054
H  -1.599  -1.033  0.169  0.085
H  6.574  -1.781  4.580  0.098
H  0.313  0.600  -3.583  0.065
H  -1.204  -1.905  -4.917  0.094
H  0.031  1.500  -5.061  0.077
H  -6.076  -1.849  1.430  0.122
H  0.629  3.927  -1.585  0.089
H  3.043  0.021  1.622  -0.061
H  6.166  -2.122  2.877  0.103
H  -3.768  3.265  7.647  0.095
H  1.038  -3.194  2.180  0.094
H  -0.916  -3.079  -6.230  0.098



[4]
Computed, not measured: 5 unconnected molecules or ions with the total composition C57H106N4O5 at a distorted geometry, with ωB97M-V/def2-TZVPD.

Output
Structure (SMILES): CC(=O)OCCCCC1=CC(=O)C(CC[C@@H](C)CCC=C(C)C)=C(COc2cc(C)ccc2C(C)C)C1=O.CCN(CC)CC.CCN(CC)CC.CCN(CC)CC.CCN(CC)CC
Spin multiplicity: 1
E_tot: -2830.15259 a.u.
HOMO: -0.301 Ha

Last column: Löwdin charge in e.
Geometry (Å):
O  -1.251  -1.248  -8.444  -0.047
O  4.329  1.564  -6.959  0.065
O  3.883  2.960  -4.421  -0.110
O  -0.256  -2.741  -9.866  0.042
O  6.057  -2.812  -5.159  0.037
N  -0.056  -6.045  6.479  -0.192
N  -3.967  -11.952  5.851  -0.193
N  0.071  8.653  1.582  -0.192
N  -5.534  7.390  -3.351  -0.192
C  -2.800  -11.470  6.584  -0.253
C  -5.153  -11.106  5.937  -0.249
C  2.158  4.534  -3.196  -0.065
C  2.288  -0.888  -7.924  -0.128
C  5.125  -1.964  -5.241  -0.255
C  -4.188  -13.387  5.993  -0.273
C  5.468  5.365  0.101  -0.096
C  0.309  10.085  1.740  -0.272
C  -0.870  -3.824  -7.767  -0.009
C  4.563  1.834  -3.804  -0.150
C  -2.830  -11.576  8.108  -0.095
C  3.836  -2.318  3.791  -0.288
C  -5.405  9.133  -1.486  -0.090
C  4.307  5.124  -0.991  -0.226
C  -0.774  -2.555  -8.730  -0.414
C  -1.600  8.815  -0.344  -0.087
C  -4.267  7.568  -4.054  -0.249
C  -6.925  7.371  -5.424  -0.093
C  4.607  4.200  -2.193  0.023
C  -6.720  7.919  -4.017  -0.273
C  -1.887  -7.419  7.616  -0.085
C  -0.705  8.009  2.637  -0.249
C  4.616  0.524  -4.735  -0.010
C  5.803  -3.963  -1.760  -0.093
C  4.821  -3.057  3.049  -0.082
C  0.043  5.589  -4.358  -0.116
C  1.004  4.299  -4.313  -0.355
C  -0.776  -0.747  -7.167  -0.207
C  0.029  -4.853  7.317  -0.249
C  0.112  0.582  -7.258  -0.161
C  -0.721  -5.881  5.191  -0.271
C  -0.288  8.273  0.219  -0.260
C  -2.102  8.556  2.929  -0.086
C  -3.847  8.992  -4.417  -0.084
C  4.482  -3.367  1.520  -0.214
C  2.920  5.794  -0.854  -0.024
C  -0.432  -7.273  7.173  -0.248
C  5.109  -0.710  -4.236  -0.077
C  5.611  -0.948  -2.722  -0.117
C  0.222  2.922  -4.068  -0.093
C  4.391  -1.662  -1.946  -0.162
C  2.869  -1.223  3.119  -0.085
C  -0.112  -4.784  4.326  -0.095
C  3.568  3.852  -3.325  -0.130
C  3.441  -0.796  -6.822  -0.079
C  -1.276  -4.154  7.696  -0.086
C  -5.499  7.671  -1.919  -0.252
C  4.803  -2.921  -1.042  -0.349
C  1.842  5.465  -1.974  -0.007
C  1.445  0.455  -8.141  -0.172
C  4.119  0.532  -6.274  -0.207
C  -6.002  -11.195  7.205  -0.087
C  5.319  -2.504  0.450  -0.173
C  3.700  -2.669  5.370  -0.084
C  3.938  -2.039  -6.308  0.060
C  -5.195  -13.951  4.997  -0.093
C  0.982  10.450  3.058  -0.093
H  2.463  -0.533  3.932  0.073
H  0.977  10.419  0.938  0.118
H  2.791  -3.368  5.488  0.068
H  5.776  0.069  -2.196  0.111
H  -0.784  6.937  2.427  0.115
H  -0.125  8.055  3.565  0.101
H  -3.491  -10.831  8.552  0.052
H  -0.204  -1.502  -6.531  0.111
H  -4.866  -10.060  5.780  0.114
H  -1.924  -12.022  6.226  0.110
H  -2.120  9.646  2.993  0.068
H  -3.240  -13.906  5.815  0.117
H  -3.039  8.957  -5.154  0.073
H  1.961  -1.715  2.596  0.079
H  1.237  11.513  3.062  0.073
H  -6.403  7.246  -1.469  0.109
H  4.678  -3.180  5.700  0.079
H  0.579  -5.092  8.234  0.116
H  0.521  8.594  -0.446  0.109
H  6.009  -4.788  -0.972  0.081
H  -6.710  9.015  -4.058  0.098
H  5.031  -1.405  0.615  0.097
H  0.668  -4.122  6.808  0.088
H  -1.946  -4.027  6.843  0.068
H  0.217  -7.409  8.046  0.113
H  4.074  1.577  -2.798  0.141
H  -1.721  -0.470  -6.557  0.138
H  2.039  1.423  -7.991  0.110
H  5.647  6.485  0.293  0.084
H  5.780  -3.447  3.525  0.104
H  -3.462  7.100  -3.476  0.106
H  -0.578  -4.791  3.336  0.073
H  -5.542  -10.664  8.039  0.054
H  2.665  6.502  0.019  0.095
H  -5.226  -15.041  5.079  0.072
H  -0.323  2.865  -3.068  0.087
H  6.607  -1.496  -2.658  0.110
H  4.650  -4.477  1.272  0.116
H  -1.827  -11.386  8.508  0.071
H  -2.075  -8.454  7.921  0.055
H  -0.293  7.179  0.140  0.103
H  -0.616  10.666  1.638  0.098
H  -1.056  -3.155  8.086  0.073
H  -0.549  1.374  -7.785  0.126
H  6.458  -2.640  0.564  0.122
H  -3.134  -12.567  8.452  0.067
H  1.521  4.243  -5.347  0.142
H  2.822  -1.101  -8.930  0.140
H  0.128  -4.394  -7.890  0.100
H  5.665  2.158  -3.663  0.139
H  3.826  -3.514  -0.851  0.127
H  -6.934  6.278  -5.426  0.079
H  -0.661  5.594  -3.439  0.075
H  -1.707  9.891  -0.191  0.072
H  -0.195  -8.118  6.516  0.108
H  -2.603  -10.427  6.308  0.101
H  -1.691  -4.565  -8.034  0.096
H  0.821  5.961  -1.818  0.071
H  -7.603  7.637  -3.434  0.117
H  6.820  -3.527  -2.030  0.074
H  -6.131  9.769  -1.997  0.068
H  -1.637  8.635  -1.424  0.067
H  5.664  3.744  -2.231  0.096
H  -4.405  9.540  -1.651  0.044
H  3.368  -3.157  1.319  0.104
H  1.674  -1.820  -7.697  0.098
H  -6.150  7.715  -6.113  0.064
H  0.699  6.534  -4.249  0.087
H  -4.673  7.115  -1.461  0.106
H  -4.503  -13.653  7.009  0.098
H  3.559  -3.060  -6.638  0.128
H  0.962  -4.937  4.191  0.073
H  -0.532  5.705  -5.336  0.079
H  -0.470  2.746  -4.965  0.073
H  -2.111  -6.792  8.481  0.057
H  -3.461  9.533  -3.552  0.050
H  -6.974  -10.726  7.027  0.073
H  1.108  0.473  -9.248  0.125
H  1.012  2.078  -4.055  0.077
H  -6.192  -12.227  7.509  0.067
H  3.912  -0.880  -1.244  0.111
H  -4.919  -13.700  3.970  0.079
H  -2.827  8.238  2.178  0.053
H  -4.662  9.570  -4.856  0.068
H  1.907  9.885  3.199  0.079
H  5.281  -4.503  -2.629  0.086
H  3.411  -0.618  2.299  0.078
H  -2.593  -7.182  6.817  0.069
H  -0.273  -3.790  4.753  0.064
H  0.328  10.270  3.914  0.064
H  3.550  -1.663  5.911  0.073
H  0.268  0.971  -6.195  0.090
H  5.124  4.806  1.047  0.084
H  -2.452  8.169  3.891  0.073
H  -7.886  7.714  -5.819  0.072
H  6.422  4.859  -0.296  0.072
H  -0.896  -3.515  -6.653  0.081
H  -0.632  -6.816  4.628  0.118
H  -4.304  6.982  -4.979  0.101
H  -5.799  -11.335  5.082  0.101
H  -1.795  -5.688  5.308  0.098
H  -1.809  -4.689  8.482  0.054
H  -6.206  -13.582  5.187  0.064
H  -2.465  8.311  0.089  0.052
H  -5.604  9.211  -0.412  0.072
H  3.573  -1.909  -2.721  0.120



[5]
Computed, not measured: 2 unconnected molecules or ions with the total composition C25H21N2OS at a distorted geometry, with ωB97M-V/def2-TZVPD.

Output
Spin multiplicity: 1
Charge: +1
E_tot: -1547.96454 a.u.
HOMO: -0.393 Ha

Last column: natural (NBO) charge in e.
Geometry (Å):
S  0.285  1.791  2.774  0.364
O  -6.147  3.294  2.939  -0.424
N  -0.514  -0.658  2.735  -0.421
N  -2.303  0.880  2.695  -0.545
C  -5.098  2.323  -0.937  -0.220
C  -5.759  2.961  1.649  0.332
C  3.665  -0.521  2.820  -0.211
C  -3.263  -0.197  2.550  -0.226
C  -5.383  5.087  7.318  -0.212
C  -7.613  4.954  6.368  -0.198
C  -1.042  0.608  2.720  0.337
C  -3.896  3.034  3.712  -0.357
C  -5.193  3.494  3.899  0.439
C  -4.847  4.582  6.129  -0.172
C  -5.702  4.178  5.065  -0.083
C  -6.772  5.240  7.460  -0.156
C  3.066  -1.785  2.757  -0.182
C  -6.404  2.758  -0.634  -0.136
C  -1.383  -1.834  2.650  -0.209
C  -6.761  3.024  0.685  -0.249
C  -4.419  2.630  1.374  -0.135
C  1.665  -1.902  2.713  -0.269
C  2.882  0.643  2.824  -0.191
C  -3.459  2.702  2.422  0.073
C  -4.128  2.202  0.048  -0.149
C  -2.761  -1.481  3.153  -0.428
C  1.489  0.529  2.792  -0.242
C  0.890  -0.741  2.743  0.224
C  -7.084  4.460  5.181  -0.176
H  -4.714  5.393  8.127  0.234
H  -1.453  -2.170  1.608  0.205
H  -7.163  2.832  -1.419  0.240
H  3.687  -2.679  2.740  0.232
H  4.748  -0.446  2.863  0.232
H  3.341  1.631  2.851  0.232
H  -8.687  5.142  6.437  0.231
H  -4.197  0.138  3.009  0.209
H  -3.131  1.795  -0.159  0.233
H  -7.776  3.278  0.977  0.249
H  -7.740  4.276  4.338  0.232
H  -3.248  2.952  4.591  0.254
H  1.187  -2.888  2.652  0.228
H  -3.770  4.500  5.989  0.220
H  -2.390  2.851  2.146  0.253
H  -0.946  -2.641  3.236  0.226
H  -2.769  -1.364  4.237  0.216
H  -4.845  2.096  -1.974  0.238
H  -3.470  -0.349  1.474  0.192
H  -3.456  -2.283  2.918  0.235
H  -7.190  5.634  8.388  0.233



[6]
Computed, not measured: 2 unconnected molecules or ions with the total composition C5H7N3 at a distorted geometry, with ωB97M-V/def2-TZVPD.

Output
Structure (SMILES): C#CN=C.CN=C=N
Spin multiplicity: 1
E_tot: -358.78271 a.u.
HOMO: -0.341 Ha
ΔE to the lowest compared entry with this formula, charge and spin: 618.7 kJ/mol

Last column: natural (NBO) charge in e.
Geometry (Å):
N  -1.207  -0.444  1.288  -0.742
N  -1.203  -2.725  -1.113  -0.439
N  -0.369  1.729  0.646  -0.481
C  -0.035  -2.711  -0.768  0.028
C  0.774  2.426  0.994  -0.404
C  -0.819  0.621  0.719  0.680
C  -1.838  -1.742  -1.800  0.115
C  -2.657  -1.003  -2.354  -0.270
H  -3.259  -0.478  -3.011  0.233
H  0.357  -3.607  -0.420  0.177
H  0.626  3.082  1.811  0.208
H  1.277  2.975  0.270  0.206
H  1.449  1.630  1.250  0.192
H  0.520  -1.773  -0.812  0.155
H  -1.666  -1.009  0.848  0.341



Number 1: HOMO-LUMO gap 6.75 eV, LUMO -4.44 eV. Number 2: HOMO-LUMO gap 8.76 eV, LUMO 0.95 eV. Number 3: HOMO-LUMO gap 9.74 eV, LUMO 0.37 eV. Number 4: HOMO-LUMO gap 7.20 eV, LUMO -0.98 eV. Number 5: HOMO-LUMO gap 6.69 eV, LUMO -4.00 eV. Number 6: HOMO-LUMO gap 9.70 eV, LUMO 0.42 eV.